(1)
Computed, not measured: a 2-piece molecular cluster, C4H12O3 overall, with ωB97M-V with the def2-TZVPD basis set.

The strongest force on any atom comes out at 0.079 Eh/bohr. As for the spin multiplicity: 1. The LUMO energy comes out at 0.69 eV. Its SMILES is OCCCCO.O. The electronic energy comes out at -385.26430 hartree.

XYZ file:
```
19
Properties=species:S:1:pos:R:3:forces:R:3
O 3.25480 -1.14075 1.30664 1.61 -1.61 1.04
C 2.13468 -0.47705 0.90208 0.18 1.35 0.00
C 1.82532 -0.60311 -0.55579 0.43 -1.38 -1.78
C 0.90397 0.58219 -1.03713 1.91 -0.72 0.42
C -0.55214 0.28371 -0.98892 -1.79 -1.48 -3.32
O -1.06798 -0.13864 0.22973 -1.47 2.66 2.15
H 3.98454 -1.01018 0.72039 0.64 0.27 -0.62
H 2.23946 0.58335 1.15762 -0.07 0.26 -0.05
H 1.43990 -0.87517 1.57737 -1.87 -0.34 0.48
H 1.41442 -1.63018 -0.77070 -0.04 1.01 0.17
H 2.85424 -0.68706 -1.09268 -1.59 0.76 0.58
H 1.20747 1.29922 -0.26040 -0.58 0.75 -0.75
H 1.18287 0.92056 -2.05784 -0.15 -0.07 0.71
H -1.18609 1.04122 -1.52910 0.64 0.07 1.04
H -0.80446 -0.58661 -1.70324 0.88 0.80 0.86
H -1.51814 0.68203 0.66053 1.23 -2.33 -0.93
O -5.32485 1.24578 0.14968 -0.41 -2.16 0.06
H -5.47701 0.24577 0.20519 0.35 2.19 -0.12
H -6.10396 1.57149 -0.31696 0.09 -0.03 0.06
```
Forces are in eV/Å.


(2)
Computed, not measured: one molecule with the formula C12H15N, with ωB97M-V with the def2-TZVPD basis set.

The strongest force on any atom comes out at 0.104 Eh/bohr. As for the spin multiplicity: 1. The LUMO energy comes out at 0.95 eV. Its SMILES is N[C@H]1C[C@H]2CC[C@@H]1c1ccccc12. The electronic energy comes out at -520.94638 hartree.

XYZ file:
```
28
Properties=species:S:1:pos:R:3:forces:R:3
N -0.77764 2.17538 2.12280 -1.32 2.43 -2.12
C -0.83248 1.37615 0.84110 2.86 -0.03 1.06
C 0.35902 1.93323 -0.21207 -1.60 -0.22 5.09
C 1.11207 0.69448 -0.58220 3.35 1.94 -1.27
C 1.95614 0.04608 0.54816 -1.12 -2.13 -0.66
C 1.02609 -0.43865 1.72005 0.17 3.14 0.17
C -0.47223 -0.10605 1.24232 0.63 0.12 1.47
C -0.65549 -0.79473 -0.05976 0.74 0.99 0.31
C -1.41007 -1.84622 -0.39950 -2.68 -3.66 2.56
C -1.51214 -2.46365 -1.59927 2.59 1.02 -3.08
C -0.64155 -1.93743 -2.63989 -0.48 -0.36 -0.71
C 0.17315 -0.88782 -2.31397 1.10 1.56 0.44
C 0.14729 -0.26864 -1.03679 -0.01 -2.01 -2.17
H -0.67906 3.21546 1.75108 -0.56 -2.55 1.50
H -1.72084 2.10457 2.59574 1.38 0.30 -0.68
H -1.78275 1.27978 0.31181 -0.16 0.57 0.26
H 0.82622 2.80399 0.37191 0.08 -1.49 -1.02
H -0.12362 2.30012 -1.04308 -1.03 1.03 -1.92
H 1.82238 1.03221 -1.43497 -0.85 -0.91 1.17
H 2.64956 0.75907 0.87300 1.14 0.97 0.69
H 2.50495 -0.80715 0.10217 -0.16 0.47 0.14
H 1.39595 0.21791 2.57695 -1.23 -0.59 -0.75
H 1.07368 -1.43630 2.17071 0.17 -0.12 -0.98
H -1.04414 -0.37744 2.16123 -0.45 -0.15 -1.20
H -1.88841 -2.46469 0.41420 0.16 1.14 -0.54
H -1.99739 -3.40065 -1.69561 -0.66 -0.48 -0.23
H -0.44928 -2.18913 -3.73762 -1.08 -0.68 1.76
H 0.94059 -0.51988 -3.04852 -0.95 -0.32 0.70
```
Forces are in eV/Å.


(3)
Computed, not measured: C6H19FN5O3Tl as an isolated structure, with ωB97M-V with the def2-TZVPD basis set.

As for the charge: +2. The strongest force on any atom comes out at 0.054 Eh/bohr. As for the spin multiplicity: 1. The LUMO energy comes out at -12.72 eV. The electronic energy comes out at -1011.12996 hartree.

XYZ file:
```
35
Properties=species:S:1:pos:R:3:forces:R:3
Tl 18.07105 -3.17698 -8.92087 -0.70 2.28 -1.36
F 16.86229 -0.62609 -9.32913 0.84 -1.68 0.42
C 17.51887 -5.86025 -12.01280 -1.01 -0.81 -2.45
O 17.87381 -4.98033 -11.22202 0.23 0.45 1.20
N 18.16824 -7.02864 -12.22936 1.20 0.29 1.89
N 16.49970 -5.72259 -12.91184 0.02 0.45 0.60
H 18.09541 -7.64908 -13.01395 -0.34 0.17 -0.14
H 18.87194 -7.24089 -11.53866 0.08 -0.20 -0.26
H 15.86231 -4.94554 -12.87888 0.06 -0.02 0.09
H 16.20020 -6.54985 -13.39523 -0.23 0.09 -0.12
C 15.01786 -2.06700 -6.57505 0.38 2.20 0.95
O 15.91201 -2.84115 -6.96870 0.25 -1.50 -0.26
N 15.07866 -0.76146 -6.89916 0.53 0.31 -0.94
N 14.08185 -2.31786 -5.64350 0.27 -1.42 -0.19
H 15.76867 -0.48041 -7.58935 -0.11 0.03 -0.24
H 14.40255 -0.08370 -6.59000 -0.12 -0.04 -0.06
H 13.31342 -1.68555 -5.50984 -0.09 -0.05 0.05
H 14.05180 -3.22896 -5.21203 -0.19 0.05 -0.08
C 21.91891 -3.30220 -10.91436 1.34 -0.32 -0.22
C 21.24860 -1.98211 -10.64871 -0.34 -1.43 -1.26
C 20.24249 -1.66284 -11.82129 0.34 0.32 0.80
O 19.06137 -2.35901 -11.60351 0.43 -0.34 0.20
C 18.08802 -2.11529 -12.62409 -0.31 0.23 0.62
N 20.68898 -1.98914 -9.32910 -0.30 0.62 0.52
H 22.45843 -3.27813 -11.86328 -0.10 0.17 -0.04
H 21.28568 -4.18906 -10.98220 -0.48 0.30 0.17
H 22.69956 -3.50456 -10.17623 -0.10 -0.04 0.14
H 21.93580 -1.12608 -10.70823 0.23 -0.07 0.11
H 20.67586 -2.01025 -12.76497 0.40 -0.13 0.20
H 20.20941 -0.56844 -11.88596 -0.97 0.00 -0.10
H 17.67748 -1.13448 -12.37039 -0.40 -0.10 -0.65
H 17.36791 -2.92498 -12.52425 -0.11 0.27 -0.01
H 18.54823 -2.16617 -13.61136 0.02 0.19 0.03
H 21.25245 -2.54098 -8.68817 -0.09 -0.17 0.02
H 20.66181 -1.03040 -8.98510 -0.65 -0.08 0.37
```
Forces are in eV/Å.


(4)
Computed, not measured: one molecule with the formula C4H9NO, with ωB97M-V with the def2-TZVPD basis set.

The strongest force on any atom comes out at 0.036 Eh/bohr. As for the spin multiplicity: 1. The LUMO energy comes out at 0.85 eV. Its SMILES is CC(=O)N(C)C. The electronic energy comes out at -287.74100 hartree.

XYZ file:
```
15
Properties=species:S:1:pos:R:3:forces:R:3
C 1.19497 0.11938 -1.60698 -0.05 -0.15 -0.17
C 0.57153 0.55401 -0.30677 0.47 0.59 0.03
O 1.01315 1.57647 0.21099 1.21 0.30 -0.98
N -0.40789 -0.07305 0.36555 0.31 1.35 0.54
C -0.50465 0.93908 1.74351 -0.82 -1.50 -0.28
C -0.98148 -1.38644 -0.10396 -0.04 0.40 0.46
H 0.63272 -0.59168 -2.21052 -0.01 0.01 0.08
H 1.36606 1.03863 -2.17326 -0.03 -0.23 0.02
H 2.17788 -0.30497 -1.37730 -0.16 0.00 -0.04
H -1.50721 0.73604 2.05785 -0.46 -0.48 0.66
H -0.38279 2.05629 1.72971 -0.29 -1.42 -1.14
H 0.27732 0.59917 2.42990 -0.42 -0.26 -0.20
H -1.03677 -1.45517 -1.21155 0.14 0.56 0.69
H -0.40550 -2.27772 0.20688 -0.02 0.58 0.19
H -2.00734 -1.53004 0.24595 0.18 0.25 0.14
```
Forces are in eV/Å.


| no. | M (g/mol) |
| --- | --- |
| 1 | 108.1 |
| 2 | 173.3 |
| 3 | 432.6 |
| 4 | 87.1 |